Entry 1:
DFT (wB97M-V/def2-TZVPD) results for 11 unconnected molecules or ions with the total composition C46H62N10O4.

Kohn-Sham gap in eV: 7.656
Charge: 0
Lowest unoccupied orbital energy in eV: -0.3
Spin multiplicity: 1

Each line ends with the Mulliken charge.
Cartesian coordinates (Å):
C: 1.29 -2.71 -1.26  -1.6649
C: 0.92 -1.68 -2.34  1.6351
C: -0.59 -1.47 -2.35  -1.8946
C: 1.68 -0.36 -2.11  -0.7399
C: 2.49 0.14 -3.29  -0.4630
O: 3.63 -0.72 -3.52  -0.2726
C: 3.47 -1.75 -4.35  0.4432
O: 3.80 -2.87 -4.08  -0.6611
O: 3.02 -1.38 -5.60  -0.2599
O: 1.82 -2.11 -5.89  -0.3003
H: 0.79 -3.66 -1.45  0.4455
H: 2.37 -2.91 -1.27  0.2720
H: 1.01 -2.34 -0.27  0.3130
H: 1.19 -2.14 -3.30  -0.0504
H: -0.89 -0.63 -2.99  0.4544
H: -1.09 -2.36 -2.76  0.4468
H: -0.98 -1.32 -1.34  0.3404
H: 2.37 -0.47 -1.26  0.2649
H: 0.96 0.44 -1.87  0.4391
H: 2.90 1.12 -3.07  0.3585
H: 1.90 0.26 -4.20  0.2948
H: 1.13 -1.54 -5.52  0.3454
C: -4.20 0.37 1.40  0.1366
C: -2.87 0.71 1.76  -0.4339
C: -2.13 -0.45 1.75  -1.1110
N: -2.97 -1.47 1.39  0.1148
C: -4.23 -0.98 1.17  -1.0070
H: -5.04 1.05 1.31  0.5455
H: -2.51 1.69 2.01  0.6398
H: -1.09 -0.63 1.96  0.4379
H: -2.70 -2.43 1.30  0.1833
H: -5.04 -1.63 0.88  0.4192
C: -6.98 4.72 0.21  -0.4346
C: -6.78 4.68 1.61  -0.3496
C: -7.06 3.41 2.03  -0.5638
N: -7.43 2.68 0.93  0.0212
C: -7.38 3.47 -0.18  -0.5496
H: -6.85 5.57 -0.45  0.4243
H: -6.46 5.50 2.24  0.4516
H: -7.03 2.97 3.01  0.4010
H: -7.70 1.72 0.95  0.2037
H: -7.64 3.08 -1.15  0.3989
C: 4.81 -7.77 -3.17  -0.8688
C: 5.78 -7.52 -4.18  -0.6394
C: 5.66 -6.21 -4.54  -0.3609
N: 4.65 -5.65 -3.80  0.2407
C: 4.13 -6.59 -2.96  -0.3627
H: 4.64 -8.70 -2.65  0.6101
H: 6.49 -8.23 -4.58  0.4137
H: 6.19 -5.62 -5.27  0.4224
H: 4.34 -4.70 -3.87  0.3871
H: 3.33 -6.35 -2.29  0.4275
C: -2.58 5.99 1.27  -0.9354
C: -1.24 6.35 1.62  -0.3078
C: -0.49 5.21 1.60  -0.6990
N: -1.31 4.17 1.25  0.1151
C: -2.58 4.64 1.05  -0.2431
H: -3.43 6.64 1.19  0.4743
H: -0.89 7.34 1.86  0.4577
H: 0.55 5.04 1.81  0.4501
H: -1.03 3.21 1.16  0.2128
H: -3.38 3.97 0.76  0.5091
C: -4.15 -4.31 5.80  -0.7204
C: -3.52 -3.33 6.62  -0.4951
C: -3.17 -2.28 5.81  -0.5551
N: -3.55 -2.59 4.53  0.1008
C: -4.15 -3.82 4.52  -0.2427
H: -4.55 -5.26 6.11  0.3839
H: -3.36 -3.38 7.68  0.4345
H: -2.68 -1.35 6.04  0.4752
H: -3.41 -2.01 3.73  0.2971
H: -4.52 -4.25 3.60  0.3506
C: -0.20 -1.72 8.77  -0.3541
C: -0.46 -0.97 9.95  -0.4393
C: -0.65 0.33 9.57  -0.4885
N: -0.50 0.40 8.21  -0.0015
C: -0.23 -0.85 7.72  -0.6220
H: 0.00 -2.78 8.71  0.4250
H: -0.51 -1.35 10.96  0.3921
H: -0.87 1.21 10.15  0.3846
H: -0.58 1.23 7.67  0.2034
H: -0.08 -1.01 6.66  0.5019
C: 2.09 10.44 -0.31  -0.4071
C: 2.32 10.42 1.09  -0.4945
C: 2.10 9.13 1.52  -0.4061
N: 1.76 8.38 0.43  0.0246
C: 1.75 9.17 -0.69  -0.5350
H: 2.17 11.29 -0.97  0.4126
H: 2.60 11.25 1.71  0.4062
H: 2.17 8.69 2.50  0.3831
H: 1.54 7.40 0.44  0.2130
H: 1.50 8.76 -1.65  0.4012
C: -2.10 8.80 -3.61  -0.5653
C: -2.13 7.54 -4.27  -0.5726
C: -2.02 6.57 -3.31  -0.4275
N: -1.92 7.20 -2.09  0.1757
C: -1.97 8.55 -2.27  -0.4152
H: -2.16 9.77 -4.07  0.4078
H: -2.22 7.36 -5.33  0.3903
H: -2.01 5.50 -3.38  0.3882
H: -1.84 6.73 -1.21  0.2043
H: -1.91 9.22 -1.43  0.4135
C: 0.53 -10.92 -4.76  -0.5648
C: 1.38 -11.10 -5.89  -0.5645
C: 2.44 -10.25 -5.74  -0.3560
N: 2.28 -9.57 -4.57  0.0707
C: 1.12 -9.97 -3.96  -0.3663
H: -0.39 -11.43 -4.56  0.3800
H: 1.22 -11.77 -6.72  0.3819
H: 3.30 -10.08 -6.37  0.3651
H: 2.91 -8.88 -4.21  0.3044
H: 0.81 -9.55 -3.02  0.3441
C: 6.50 -2.95 -0.85  -0.9818
C: 5.43 -2.02 -1.05  0.6951
C: 5.60 -1.01 -0.14  -0.8814
N: 6.71 -1.29 0.60  0.0011
C: 7.27 -2.46 0.17  -0.4878
H: 6.67 -3.86 -1.39  0.4639
H: 4.65 -2.10 -1.78  0.2276
H: 5.02 -0.12 0.04  0.3922
H: 7.07 -0.72 1.34  0.1698
H: 8.16 -2.86 0.63  0.4011

---

Entry 2:
DFT (wB97M-V/def2-TZVPD) results for 15 unconnected molecules or ions with the total composition C46H64Cl28F2N5O6PS at a distorted geometry.

Kohn-Sham gap in eV: 7.599
Charge: 0
Lowest unoccupied orbital energy in eV: 0.2
Spin multiplicity: 1

Each line ends with the Mulliken charge.
Cartesian coordinates (Å):
C: -2.39 -0.76 2.37  -1.0323
P: -0.72 -0.61 1.64  0.2756
C: 0.45 -1.86 2.33  -1.2138
C: -0.82 -0.69 -0.29  1.1442
C: -1.75 -1.89 -0.59  -0.7443
C: -1.11 -3.26 -0.25  -0.2660
C: -1.53 -4.41 -1.15  0.0536
N: -2.71 -4.28 -1.93  -0.5123
O: -0.88 -5.43 -1.16  -0.6357
C: -1.61 0.60 -0.57  -2.0617
C: -2.13 0.92 -1.97  0.8822
C: -3.35 1.84 -1.78  -0.4914
O: -4.42 1.53 -2.25  -0.6455
N: -3.23 3.05 -1.02  0.0230
C: -3.61 4.18 -1.86  -1.2568
C: -4.85 4.73 -1.72  -0.2827
C: -5.15 5.79 -2.53  -0.7087
C: -4.24 6.26 -3.44  -0.5368
C: -3.01 5.69 -3.60  -0.7836
C: -2.70 4.61 -2.78  1.8414
O: 0.55 -0.84 -0.64  -0.5442
C: 1.14 -0.71 -1.92  0.2543
C: 0.51 -1.67 -2.94  -0.8181
C: 1.30 -1.99 -4.19  0.6087
O: 2.39 -1.55 -4.48  -0.4636
C: 0.64 -2.93 -5.19  -1.1350
C: 0.95 -4.27 -5.19  -0.2120
C: 0.36 -5.05 -6.14  -1.0118
C: -0.49 -4.56 -7.08  -1.0773
C: -0.81 -3.22 -7.07  -0.3979
C: -0.24 -2.41 -6.13  0.4634
C: 2.63 -1.30 -1.65  -0.7425
S: 2.97 -1.63 0.13  -0.1250
N: 3.68 -0.39 -2.13  -0.0022
C: 5.02 -0.80 -1.82  0.2651
C: 5.90 0.15 -1.35  -0.2852
C: 7.18 -0.24 -1.05  -0.5033
N: 7.67 -1.45 -1.20  -0.6730
C: 6.81 -2.33 -1.65  -0.6069
C: 5.50 -2.09 -1.99  -0.9839
N: 1.20 0.71 -2.30  1.8904
C: 1.43 1.08 -3.63  0.1647
O: 2.39 1.72 -3.97  -0.5106
F: 0.53 0.77 -4.55  -0.1985
C: 1.50 1.67 -1.35  -0.4061
O: 2.25 1.64 -0.43  -0.3925
F: 0.84 2.82 -1.61  -0.0719
H: -2.29 -0.69 3.46  0.4073
H: -2.93 -1.70 2.17  0.4120
H: -3.01 0.09 2.08  -0.0848
H: -0.02 -2.29 3.21  0.3226
H: 1.31 -1.31 2.70  0.4392
H: 0.79 -2.63 1.64  0.5294
H: -1.96 -1.94 -1.67  0.0093
H: -2.73 -1.77 -0.14  0.9017
H: -0.02 -3.19 -0.34  -0.0590
H: -1.36 -3.51 0.78  0.6292
H: -2.76 -5.16 -2.44  0.3590
H: -2.58 -3.58 -2.65  0.2437
H: -2.50 0.53 0.06  1.5018
H: -1.10 1.49 -0.21  -0.5073
H: -1.43 1.49 -2.58  -0.1625
H: -2.54 0.06 -2.49  0.4581
H: -2.25 3.14 -0.78  0.3567
H: -5.56 4.35 -1.00  0.4864
H: -6.12 6.27 -2.42  0.4055
H: -4.52 7.09 -4.07  0.3781
H: -2.28 6.06 -4.32  0.2776
H: -1.75 4.09 -2.85  -0.2138
H: 0.38 -2.61 -2.41  0.6948
H: -0.50 -1.41 -3.26  0.3060
H: 1.64 -4.68 -4.47  0.7097
H: 0.60 -6.11 -6.18  0.4297
H: -0.91 -5.18 -7.84  0.9454
H: -1.47 -2.84 -7.83  0.3976
H: -0.46 -1.31 -6.13  0.1871
H: 2.77 -2.29 -2.10  0.6206
H: 3.63 -0.54 0.55  0.2081
H: 3.66 -0.27 -3.14  0.3806
H: 5.52 1.16 -1.23  0.4627
H: 7.86 0.53 -0.67  0.3792
H: 7.16 -3.35 -1.77  0.3717
H: 4.84 -2.84 -2.35  0.9313
C: 2.74 -4.39 4.78  0.2874
Cl: 1.04 -4.11 5.17  -0.0878
Cl: 3.31 -3.25 3.55  -0.1064
H: 3.33 -4.26 5.68  -0.4053
H: 2.85 -5.40 4.40  0.3197
C: 5.04 -3.38 -6.07  -0.1339
Cl: 6.15 -4.75 -6.12  -0.1895
Cl: 5.14 -2.54 -4.51  0.0679
H: 5.30 -2.69 -6.86  0.3458
H: 4.03 -3.74 -6.21  -0.0064
C: -1.95 -4.59 7.97  -0.1385
Cl: -0.49 -5.58 7.94  -0.1538
Cl: -2.64 -4.41 6.36  -0.1205
H: -2.68 -5.07 8.62  0.3362
H: -1.70 -3.61 8.36  0.0535
C: -2.84 0.93 -7.85  -0.4473
Cl: -1.84 -0.43 -7.29  -0.0556
Cl: -3.89 1.52 -6.58  -0.1207
H: -2.19 1.73 -8.18  0.2648
H: -3.45 0.59 -8.68  0.3439
C: -1.18 5.86 1.31  -0.0336
Cl: -2.21 5.60 -0.12  0.0443
Cl: -1.72 7.28 2.24  -0.1850
H: -1.24 4.99 1.95  -0.0115
H: -0.16 6.03 0.98  0.3292
C: -4.66 -5.98 -7.08  -0.3284
Cl: -2.99 -5.38 -7.06  -0.0443
Cl: -4.91 -7.15 -8.38  -0.1622
H: -4.88 -6.46 -6.13  0.2711
H: -5.33 -5.14 -7.24  0.2828
C: 0.85 3.27 3.54  -0.3335
Cl: -0.15 3.03 2.11  -0.0326
Cl: 0.38 4.73 4.43  -0.1760
H: 0.74 2.41 4.19  0.1802
H: 1.89 3.37 3.23  0.3272
C: -3.29 -0.78 9.01  -0.3920
Cl: -4.17 -2.12 9.78  -0.1495
Cl: -3.05 -1.07 7.29  -0.0406
H: -3.87 0.13 9.14  0.3252
H: -2.33 -0.68 9.49  0.2801
C: 2.88 2.36 7.05  -0.1781
Cl: 3.20 1.55 5.51  -0.1406
Cl: 1.15 2.58 7.33  -0.1713
H: 3.28 1.76 7.85  0.2178
H: 3.36 3.33 7.04  0.2617
C: 5.84 -4.45 7.64  -0.2664
Cl: 6.27 -5.48 6.28  -0.1403
Cl: 4.10 -4.48 7.96  -0.1512
H: 6.36 -4.80 8.53  0.2974
H: 6.14 -3.43 7.42  0.2587
C: 1.38 5.38 -3.17  0.8922
Cl: 0.28 5.18 -4.55  -0.1712
Cl: 0.88 6.72 -2.13  -0.1590
H: 1.37 4.47 -2.59  -0.8862
H: 2.37 5.58 -3.54  0.4245
C: 5.43 3.30 10.31  -0.2405
Cl: 5.75 2.49 8.78  -0.1394
Cl: 3.69 3.52 10.57  -0.1371
H: 5.83 2.69 11.12  0.2718
H: 5.90 4.27 10.30  0.2678
C: -6.45 -0.49 3.34  -0.3398
Cl: -5.93 -2.14 2.99  -0.1511
Cl: -5.35 0.71 2.65  -0.0597
H: -7.44 -0.34 2.92  0.3088
H: -6.48 -0.36 4.42  0.2879
C: -3.52 10.54 2.75  -0.0136
Cl: -5.18 10.92 3.23  -0.1636
Cl: -2.81 11.83 1.78  -0.1552
H: -2.92 10.40 3.64  0.2545
H: -3.53 9.62 2.17  0.0685

---

Entry 3:
DFT (wB97M-V/def2-TZVPD) results for a molecular structure, C46H64N3P2Pt.

Kohn-Sham gap in eV: 6.074
Charge: +1
Lowest unoccupied orbital energy in eV: -3.0
Spin multiplicity: 1

Each line ends with the Mulliken charge.
Cartesian coordinates (Å):
Pt: 0.27 -0.21 0.06  3.4353
C: -2.29 2.60 2.10  -1.8295
C: -1.73 2.83 0.70  0.7925
C: -0.38 3.54 0.71  -1.6717
P: -1.58 1.23 -0.18  0.1348
C: -3.23 0.41 -0.13  1.7618
C: -3.24 -0.74 -1.14  -1.5051
C: -4.40 1.36 -0.41  -1.6491
C: -1.37 1.67 -1.91  -1.2224
C: -1.93 2.77 -2.55  -0.2480
C: -1.75 2.99 -3.91  0.2003
C: -2.39 4.16 -4.61  -1.6269
C: -0.97 2.07 -4.61  -1.1268
C: -0.40 0.97 -3.99  0.0014
C: -0.61 0.74 -2.62  -0.1045
N: -0.07 -0.34 -1.93  0.5602
C: 0.23 -1.52 -2.60  0.3347
C: -0.54 -2.02 -3.66  -0.1155
C: -0.16 -3.18 -4.30  -1.2745
C: 0.99 -3.88 -3.94  0.3174
C: 1.40 -5.14 -4.65  -1.5777
C: 1.74 -3.39 -2.88  -0.6021
C: 1.36 -2.24 -2.19  -0.2000
P: 2.17 -1.40 -0.81  -0.2474
C: 3.41 -0.27 -1.62  1.1748
C: 2.78 1.02 -2.14  -1.4665
C: 4.18 -0.96 -2.76  -1.4147
C: 3.26 -2.53 0.20  0.6458
C: 2.56 -3.05 1.45  -0.9286
C: 3.95 -3.72 -0.48  -1.9705
H: -2.22 3.52 2.69  0.5590
H: -1.72 1.83 2.61  0.2417
H: -3.33 2.29 2.08  0.2884
H: -2.44 3.43 0.12  0.7473
H: 0.37 2.96 1.25  0.2777
H: -0.48 4.51 1.21  0.5076
H: -0.01 3.72 -0.30  0.3508
H: -3.32 0.00 0.88  -0.4763
H: -3.28 -0.35 -2.15  0.4657
H: -4.11 -1.37 -0.97  0.5275
H: -2.35 -1.37 -1.06  -0.1667
H: -4.37 1.71 -1.44  0.3548
H: -4.42 2.23 0.25  0.3844
H: -5.33 0.82 -0.27  0.4948
H: -2.52 3.48 -1.99  0.4234
H: -2.50 5.01 -3.93  0.3905
H: -3.38 3.90 -4.99  0.2857
H: -1.79 4.49 -5.45  0.4088
H: -0.78 2.23 -5.66  0.4385
H: 0.21 0.29 -4.56  0.5508
H: -1.43 -1.49 -3.96  0.5739
H: -0.77 -3.55 -5.11  0.3670
H: 0.84 -5.27 -5.57  0.4083
H: 1.23 -6.02 -4.03  0.2903
H: 2.46 -5.12 -4.90  0.3599
H: 2.64 -3.92 -2.61  0.4726
H: 4.12 -0.03 -0.83  0.3026
H: 2.14 0.82 -3.00  0.2531
H: 3.58 1.70 -2.46  0.6143
H: 2.17 1.52 -1.39  0.0629
H: 3.50 -1.27 -3.55  0.2466
H: 4.74 -1.83 -2.42  0.3836
H: 4.89 -0.25 -3.18  0.4350
H: 4.05 -1.84 0.52  0.4284
H: 1.86 -3.85 1.20  0.1880
H: 2.02 -2.25 1.93  -0.4874
H: 3.30 -3.45 2.15  0.6798
H: 3.22 -4.50 -0.71  0.4283
H: 4.67 -4.15 0.22  0.4677
H: 4.49 -3.47 -1.39  0.2817
C: -3.58 -1.54 3.07  -1.5570
C: -3.46 -2.59 2.00  1.2580
C: -4.58 -3.32 1.62  -0.8464
C: -4.51 -4.30 0.65  -1.0932
C: -3.29 -4.58 0.05  -0.7141
C: -2.15 -3.87 0.39  0.6076
C: -0.82 -4.21 -0.23  -1.1196
C: -2.24 -2.87 1.35  -0.5266
N: -1.11 -2.05 1.63  1.3694
C: -0.51 -2.11 2.74  0.9473
C: -0.76 -3.14 3.80  -2.5306
C: 0.47 -1.00 3.06  1.2477
C: 1.16 -1.12 4.39  -2.4666
N: 0.65 -0.01 2.25  0.5743
C: 1.21 1.19 2.83  -1.4225
C: 0.49 1.85 3.84  1.8982
C: -0.74 1.31 4.53  -1.7558
C: 0.97 3.07 4.30  -1.0863
C: 2.14 3.62 3.82  -1.2128
C: 2.88 2.92 2.89  -0.6407
C: 2.44 1.70 2.39  0.4420
C: 3.29 0.94 1.43  -0.5785
H: -4.57 -1.08 3.04  0.5081
H: -2.84 -0.75 2.97  -0.2037
H: -3.47 -1.98 4.07  0.3410
H: -5.53 -3.10 2.10  0.4980
H: -5.39 -4.85 0.37  0.4152
H: -3.22 -5.35 -0.71  0.4918
H: -0.94 -4.57 -1.25  0.5098
H: -0.31 -4.98 0.34  0.4771
H: -0.18 -3.33 -0.25  -0.3976
H: -1.49 -3.87 3.46  0.4767
H: -1.12 -2.69 4.73  0.4026
H: 0.17 -3.66 4.05  0.4975
H: 1.71 -2.06 4.39  0.5636
H: 0.46 -1.15 5.22  0.4250
H: 1.87 -0.31 4.55  0.4157
H: -1.29 0.57 3.94  -0.0219
H: -1.43 2.13 4.76  0.5347
H: -0.46 0.85 5.47  0.3474
H: 0.40 3.60 5.06  0.5216
H: 2.49 4.58 4.19  0.4149
H: 3.83 3.31 2.54  0.4678
H: 4.15 1.52 1.12  0.6081
H: 2.70 0.68 0.55  -0.7710
H: 3.64 0.01 1.88  0.2952

---

Number 1: HOMO energy -7.941 eV. Number 2: HOMO energy -7.442 eV. Number 3: HOMO energy -9.107 eV.